Record 1
45
Properties=species:S:1:pos:R:3:forces:R:3 method="wB97M-V/def2-TZVPD" charge=0 homo_lumo_gap_ha=0.13452 homo_energy_ev=-6.77 lumo_ev=-3.11
C 4.5723 1.6046 0.7752 0.057 -0.179 0.387
O 4.8908 0.1645 0.5223 -2.069 1.538 -1.706
C 4.0044 -0.3671 -0.5519 -0.538 -1.886 0.265
C 3.9472 -2.0224 -0.3202 0.710 0.463 0.899
C 3.1333 -2.4118 1.0825 -0.633 -0.252 -0.409
C 1.6450 -3.0703 0.7057 0.949 1.284 -0.491
C 0.6657 -1.8007 0.3609 -1.479 -0.096 0.699
C -0.8303 -1.8960 1.0981 0.847 -0.293 0.241
In -1.9077 0.0378 0.4996 0.587 -0.363 0.461
C -4.1533 -0.1885 0.2890 -2.264 0.682 -2.072
C -4.4122 -0.6525 -1.2948 1.053 -4.007 1.682
N -4.1530 -1.9651 -1.6400 -0.901 4.950 1.598
C -1.2337 1.6960 1.8853 1.765 0.923 0.317
C -0.4726 2.8558 0.9609 -0.005 -0.513 1.084
N -1.4907 3.2974 -0.0798 1.035 0.813 -1.337
H 4.1907 1.6527 1.9001 0.888 0.199 -2.418
H 5.5494 2.2586 0.6046 -2.113 -1.400 0.475
H 3.7210 1.9717 0.0548 1.680 -0.640 1.440
H 4.4118 -0.1379 -1.6366 -0.705 -0.232 2.204
H 2.8781 0.0056 -0.4344 2.510 -0.510 -0.253
H 3.5091 -2.5621 -1.2663 0.686 1.120 1.887
H 5.0471 -2.4095 -0.1568 -2.034 0.913 -0.598
H 3.7269 -3.1818 1.7350 -0.876 1.521 -1.362
H 2.9815 -1.4201 1.7249 0.347 -2.203 -1.349
H 1.7952 -3.6666 -0.3085 -0.391 0.816 2.352
H 1.2359 -3.7548 1.5836 0.778 1.532 -1.971
H 0.4504 -1.7063 -0.7874 0.659 -0.157 2.107
H 1.1353 -0.7743 0.7447 -0.845 -2.234 -0.892
H -1.4264 -2.8591 0.8021 1.316 1.584 0.518
H -0.6876 -1.8787 2.2719 -0.214 -0.217 -2.281
H -1.2600 0.4426 -1.1628 -0.237 0.105 0.021
H -4.6537 -0.9370 1.0543 0.926 1.397 -1.831
H -4.6729 0.8637 0.3928 0.910 -1.914 0.091
H -4.7866 0.1151 -2.1283 0.872 -1.906 1.870
H -3.8228 -2.4252 -0.7389 -0.471 0.701 -1.288
H -2.0919 2.1609 2.5336 1.759 -0.647 -1.205
H -0.3800 1.2528 2.5900 -1.904 0.898 -1.192
H -0.1265 3.7605 1.6556 -0.966 -1.640 -1.686
H 0.5244 2.4500 0.4594 -2.037 0.550 1.063
H -1.4567 2.6624 -0.9325 0.232 0.653 1.726
H -1.2504 4.2484 -0.4746 -0.115 -1.329 0.769
O -4.6842 1.9690 -3.4592 -0.106 0.609 -0.517
H -4.1247 2.6687 -3.0354 -0.087 -0.418 0.059
H -4.3109 1.6866 -4.3327 -0.097 0.001 0.525
H -5.6268 2.2624 -3.5460 0.520 -0.218 0.120

Record 2
55
Properties=species:S:1:pos:R:3:forces:R:3 method="wB97M-V/def2-TZVPD" charge=0 homo_lumo_gap_ha=0.28969 de_lowest_kcal_mol=315.2 homo_energy_ev=-7.88 lumo_ev=0.00
C -2.7400 -0.5282 -0.4519 -3.194 -2.084 -4.559
S -3.8246 -0.6570 -2.0041 0.517 0.717 -0.048
O -3.1418 0.0537 -3.2103 -2.131 -1.542 2.380
C -3.8009 -2.4761 -2.2949 -0.626 0.836 -1.203
H -1.6784 -0.7241 -0.6025 -2.307 -1.938 -2.946
H -3.1853 -1.1484 0.3261 -0.033 -0.472 -0.322
H -2.7858 0.4771 -0.0332 -1.255 -0.177 -1.760
H -4.5078 -2.4862 -3.1246 0.010 -0.180 -0.308
H -4.3237 -3.0690 -1.5445 0.577 0.248 0.457
H -2.8727 -2.8706 -2.7083 0.182 0.051 0.584
C -0.4131 2.3978 1.6995 -3.432 0.534 0.752
S -2.2648 2.4593 1.8837 -2.610 -0.382 0.737
O -2.9765 1.2009 1.2817 -0.178 3.693 2.368
C -2.3184 2.1177 3.7007 0.798 0.628 -0.011
H -0.2201 2.0739 0.6768 -0.119 1.036 0.442
H -0.2418 1.6204 2.4441 0.100 1.011 -0.253
H -0.0601 3.4027 1.9315 0.073 -0.133 0.129
H -2.0494 1.0937 3.9599 0.290 -0.081 -0.521
H -3.2201 2.3284 4.2757 -0.415 0.231 -0.888
H -1.5703 2.8132 4.0811 0.204 -0.110 0.276
C 2.0207 1.1778 -3.0426 -0.134 0.385 -2.283
S 1.0312 -0.1158 -3.8889 -0.328 -1.203 -0.458
O 1.3203 -1.3516 -2.9848 -0.727 0.942 -2.275
C -0.8206 0.3627 -3.7481 1.283 0.066 1.055
H 2.5045 0.6111 -2.2470 0.555 0.794 -0.957
H 1.5078 2.0812 -2.7127 -0.311 -0.853 -0.132
H 2.7407 1.5421 -3.7753 0.127 -0.253 -0.188
H -1.3854 0.7010 -4.6167 0.910 -0.354 -0.617
H -0.9984 1.1648 -3.0318 0.466 -0.075 0.272
H -1.3565 -0.5018 -3.3562 0.875 -0.047 -0.262
C 4.9115 2.3717 -1.7533 0.569 -0.212 1.700
S 3.6214 3.2104 -0.5825 2.009 -0.400 -1.208
O 2.3863 2.9219 -1.3570 -0.374 0.952 1.543
C 3.7214 2.0278 0.8160 0.963 0.581 -0.878
H 5.4582 3.0334 -2.4251 -0.805 0.383 -0.097
H 4.4753 1.5042 -2.2485 -0.400 0.478 -0.055
H 5.7168 1.9463 -1.1544 0.000 0.041 0.412
H 2.9947 1.2590 0.5535 2.271 -0.245 -1.146
H 3.2248 2.3365 1.7359 0.648 1.322 -0.258
H 4.7335 1.7554 1.1150 0.079 -0.164 -0.578
C -0.0708 -3.9850 1.2361 -0.830 -0.563 -0.105
S -1.2437 -4.0656 2.7353 2.585 -1.993 0.355
O -0.7821 -5.3820 3.3815 -1.073 1.749 -0.714
C -0.4907 -2.7493 3.7732 0.201 0.306 -1.626
H -0.3485 -3.2894 0.4442 -0.768 -0.295 0.286
H -0.0457 -4.9757 0.7821 -0.317 -0.232 0.507
H 0.9494 -3.6724 1.4587 -0.392 -1.339 0.803
H -0.5780 -1.8535 3.1584 -0.754 0.422 0.269
H 0.5966 -2.8231 3.7532 -0.039 -0.756 0.706
H -0.9824 -2.6769 4.7433 0.189 -0.147 -0.212
C 0.6761 -0.1437 0.6278 -0.369 0.460 -0.512
Cl 1.5610 1.0968 1.6388 -0.291 -3.903 1.085
Cl -1.1039 0.0834 0.7204 8.213 -0.227 5.497
Cl 1.0326 0.0864 -1.1106 -1.181 -0.491 4.839
Cl 1.2178 -1.7671 1.0754 0.699 2.986 -0.074

Record 3
56
Properties=species:S:1:pos:R:3:forces:R:3 method="wB97M-V/def2-TZVPD" charge=0 homo_lumo_gap_ha=0.27060 de_lowest_kcal_mol=53.9 homo_energy_ev=-9.15 lumo_ev=-1.79
Cu -2.4788 0.3137 0.2055 0.985 0.267 -0.691
Cu 0.9044 -2.7249 0.1369 -0.392 1.209 0.009
C 0.0686 -0.0585 -0.4459 -1.356 0.260 -1.951
O -0.4364 -0.6708 0.5542 -1.827 -0.940 1.582
O -0.6127 0.7466 -1.1533 -1.660 0.864 0.922
O 1.1829 -0.3706 -0.8691 2.712 -1.654 0.345
C -3.3872 2.3683 -2.6942 -1.043 2.068 1.499
C -2.3310 3.4288 -2.2801 -2.206 0.042 -1.158
O -1.1215 3.1262 -2.8036 1.784 -0.431 -0.748
O -3.2873 1.2230 -1.9034 0.615 -1.764 0.713
H -3.3985 2.1544 -3.7630 0.352 -0.037 0.002
H -4.3658 2.7389 -2.3893 -0.203 0.419 -0.476
H -2.2648 3.6075 -1.2069 -0.458 -0.145 0.306
H -2.6773 4.3330 -2.7807 0.068 0.387 0.218
H -0.8233 2.3218 -2.3728 0.710 -0.170 0.032
H -2.3668 0.9668 -1.9963 0.567 -0.651 -0.083
C 3.5757 2.0739 -0.1903 0.070 -1.117 -1.539
C 2.7679 2.1992 -1.5108 1.868 1.210 -0.310
O 1.5207 2.8018 -1.3242 -0.386 -0.523 0.310
O 2.9280 1.1397 0.6203 -0.771 0.359 2.216
H 3.7661 3.0533 0.2485 -0.694 -0.045 0.486
H 4.5540 1.5993 -0.2665 0.537 0.527 -1.138
H 2.7599 1.2529 -2.0516 -0.385 -0.300 0.291
H 3.2393 2.8822 -2.2175 0.626 0.064 0.120
H 0.9385 2.1012 -1.0213 -0.474 0.115 0.096
H 2.4038 0.5034 0.1284 0.057 0.057 -0.462
C -1.4241 -3.5452 2.7555 -1.005 -1.482 2.915
C -1.8479 -5.0271 3.0757 0.953 1.648 0.573
O -3.1988 -5.2367 2.8484 -0.881 -0.385 -0.986
O -1.2405 -3.3697 1.4162 1.211 0.111 -2.291
H -0.5912 -3.2961 3.4130 0.624 0.089 -0.354
H -2.2265 -2.8890 3.0926 -0.329 0.028 0.162
H -1.7279 -5.2530 4.1353 0.887 0.268 0.186
H -1.1754 -5.6752 2.5137 -0.508 -0.294 -0.259
H -3.6432 -4.7148 3.5205 -0.327 -0.100 -0.071
H -1.3153 -2.4344 1.2132 -0.053 0.441 -0.203
C -0.2817 1.4175 4.9684 -0.111 -0.074 -1.748
C -0.5240 0.1051 4.1512 -0.137 0.058 0.603
O 0.4242 -0.1232 3.1049 0.109 0.377 1.301
O -0.5217 2.5371 4.0868 0.325 -0.305 0.830
H 0.7205 1.3807 5.3953 0.422 0.173 -0.451
H -0.8895 1.5971 5.8552 -0.619 -0.549 -0.320
H -1.5044 0.0653 3.6766 -0.390 0.532 0.300
H -0.5239 -0.7145 4.8697 0.261 -0.346 0.109
H -0.0638 -0.3247 2.3031 0.149 0.154 -0.420
H 0.2477 2.6356 3.5212 0.120 -0.067 -0.161
C 1.7972 -0.5099 -4.3197 -1.020 -1.454 0.970
C 2.5748 -1.6929 -3.7440 2.026 1.000 -0.218
O 2.9015 -1.6278 -2.3656 -0.342 -0.331 0.404
O 0.4894 -0.5354 -3.7513 -0.461 0.124 -0.543
H 1.6678 -0.7263 -5.3801 0.081 0.352 -0.088
H 2.2414 0.4701 -4.1452 0.407 -0.126 -0.122
H 3.5822 -1.5930 -4.1481 0.040 -0.493 -0.883
H 2.1683 -2.6749 -3.9862 -0.371 0.185 -0.200
H 2.2821 -1.0553 -1.9070 -0.221 0.121 0.170
H 0.5441 -0.3006 -2.8220 0.064 0.275 0.207

Record 4
57
Properties=species:S:1:pos:R:3:forces:R:3 method="wB97M-V/def2-TZVPD" charge=+1 homo_lumo_gap_ha=0.22101 de_lowest_kcal_mol=66.9 homo_energy_ev=-12.22 lumo_ev=-6.20
Cu 1.8632 1.4889 -3.3232 -1.221 -0.279 0.878
Cu 2.0878 -2.2041 -2.6424 -0.755 0.249 1.514
Cu 2.0483 2.3539 0.4281 -1.173 -1.273 0.247
C 0.9252 0.2975 -1.1445 1.746 -1.523 0.802
O 0.5420 -0.4677 -2.0680 1.033 -3.551 -2.711
O 0.4552 1.4097 -1.1391 -1.994 6.848 -0.603
O 1.7752 0.0665 -0.2679 2.445 -1.632 1.568
C -1.8904 4.0941 -1.7763 -1.189 -0.173 0.116
C -1.6548 4.1879 -3.2438 0.919 1.191 -0.752
O -0.8438 5.3818 -3.5620 -0.702 -1.632 0.146
O -0.8010 3.7581 -0.9817 1.003 0.091 0.495
H -2.6653 3.3285 -1.7385 -0.300 -0.227 0.499
H -2.3005 4.9928 -1.3157 -0.104 0.204 -0.497
H -2.5905 4.1671 -3.8025 -0.370 0.684 0.184
H -1.2225 3.2564 -3.6093 0.745 -0.102 0.187
H -0.3466 5.1420 -4.3474 0.029 0.316 -0.144
H -0.6223 2.8153 -1.0090 -0.068 -0.156 -0.397
C 1.5998 -2.3147 4.9510 -1.125 1.127 -2.129
C 2.6499 -1.7757 3.8829 -0.249 -0.019 1.178
O 2.0305 -0.8992 2.8866 -0.041 -1.025 0.839
O 0.6496 -3.1981 4.3237 0.749 -0.665 0.044
H 1.0529 -1.4287 5.2737 0.090 0.106 0.408
H 1.9584 -2.8591 5.8245 0.632 0.221 -0.338
H 3.2050 -2.6356 3.5081 -0.353 -0.017 -0.712
H 3.4183 -1.1597 4.3500 -0.125 -0.011 0.477
H 2.3367 -1.1225 2.0046 0.032 -0.062 -0.008
H -0.1496 -2.8024 3.9683 0.302 0.589 0.184
C -0.6136 1.9215 2.0542 -1.185 0.144 -0.073
C -1.4500 0.6435 2.1829 0.087 0.653 -1.468
O -1.0133 -0.3047 1.1997 0.393 -0.603 0.503
O 0.6919 1.7675 2.5262 1.224 -0.060 0.007
H -1.0834 2.7525 2.5803 -0.101 0.023 0.009
H -0.5095 2.1862 1.0020 -0.712 0.106 -0.143
H -2.4798 0.8753 1.9109 -0.223 0.215 0.561
H -1.3875 0.1832 3.1690 0.015 0.028 -0.045
H -0.7773 0.1854 0.4087 -0.155 0.198 -0.008
H 0.7653 0.8238 2.6863 0.951 -0.529 0.236
C 3.1251 -3.1426 0.3065 -0.523 0.211 -0.016
C 1.6383 -3.2694 0.4038 -1.741 -0.710 -0.933
O 1.0496 -3.8047 -0.8603 1.093 1.220 0.153
O 3.5713 -1.9416 -0.4060 0.001 -2.177 -0.101
H 3.5272 -4.0406 -0.1624 0.165 0.217 -0.181
H 3.3859 -3.2064 1.3629 0.926 0.634 0.017
H 1.0954 -2.3619 0.6679 0.349 0.492 -0.233
H 1.3065 -3.9390 1.1973 0.541 -0.410 0.010
H 0.2091 -3.3520 -0.9608 -0.396 -0.156 -0.023
H 2.8623 -1.2993 -0.3267 -0.645 1.062 0.327
C -3.2822 -1.1531 -2.7304 -1.283 1.743 -1.158
C -2.9455 0.3687 -2.7174 0.757 -1.292 -1.332
O -1.6748 0.5837 -3.3402 -0.050 0.879 -0.793
O -2.8359 -1.8124 -1.6314 1.022 -0.831 1.986
H -2.8743 -1.6440 -3.6140 -0.036 0.443 -0.544
H -4.3677 -1.2469 -2.7617 -0.097 -0.135 0.005
H -2.9595 0.8154 -1.7232 -0.272 -0.172 0.201
H -3.6319 0.8721 -3.3982 -0.168 0.143 0.311
H -0.9096 0.1517 -2.9535 -0.181 -0.355 0.782
H -1.9428 -1.4849 -1.5027 0.290 -0.262 0.467